Here is an isolated molecule of C12H20N2S at a distorted geometry from the OMol25 dataset. Energies are from ωB97M-V with the def2-TZVPD basis set.

HOMO   -8.7286 eV
Energy above the lowest of the compared OMol25 structures with the same formula, charge and spin   94.0 kJ/mol
Structure (SMILES)   C1CC[C@]2(CC1)N=N[C@@]1(CCCCC1)S2
LUMO   0.664 eV
Gap between HOMO and LUMO   0.345 Eh
Multiplicity   1

CARTESIAN COORDINATES (ANGSTROEM)
C: -3.220 -0.179 -2.700
C: -2.386 1.094 -2.576
C: -2.053 1.418 -1.090
C: -1.288 0.265 -0.449
C: -2.100 -1.033 -0.573
C: -2.515 -1.359 -2.028
N: -1.174 0.496 1.005
N: 0.025 0.460 1.494
C: 1.131 0.085 0.603
C: 1.707 -1.282 0.976
C: 2.439 -1.261 2.310
C: 3.426 -0.090 2.420
C: 2.758 1.250 2.093
C: 2.222 1.136 0.669
S: 0.460 0.166 -1.051
H: -4.198 -0.080 -2.235
H: -3.396 -0.428 -3.768
H: -2.942 1.974 -2.989
H: -1.482 0.994 -3.151
H: -2.952 1.616 -0.540
H: -1.417 2.329 -1.094
H: -1.509 -1.876 -0.189
H: -3.033 -0.955 0.035
H: -3.216 -2.203 -2.004
H: -1.626 -1.673 -2.585
H: 0.889 -2.020 1.056
H: 2.373 -1.625 0.166
H: 1.704 -1.157 3.105
H: 3.014 -2.170 2.488
H: 3.750 -0.080 3.454
H: 4.299 -0.287 1.801
H: 1.953 1.523 2.801
H: 3.488 2.041 2.080
H: 3.056 0.802 0.072
H: 1.814 2.107 0.394



Here is a structure of composition C19H33Cl2CrN4O4 at a distorted geometry from the OMol25 dataset. Energies are from ωB97M-V with the def2-TZVPD basis set.

HOMO (spin up / spin down)   -5.6600 / -5.9170 eV
LUMO (spin up / spin down)   0.396 / 0.396 eV
Gap between HOMO and LUMO (spin up / spin down)   0.223 / 0.232 Eh
Multiplicity   4
Expectation value of S²   4.019

CARTESIAN COORDINATES (ANGSTROEM)
O: -3.747 -0.901 -0.889
C: -3.134 -1.905 -1.147
C: -2.763 -3.058 -0.197
C: -2.413 -2.995 1.184
H: -1.921 -2.110 1.624
C: -2.782 -4.084 1.995
H: -2.654 -4.027 3.090
C: -3.369 -5.212 1.387
H: -3.739 -6.025 2.005
C: -3.503 -5.349 -0.007
H: -3.959 -6.219 -0.500
C: -3.081 -4.286 -0.802
H: -3.160 -4.300 -1.898
H: -2.373 -2.117 -2.025
C: -0.068 -1.503 -2.992
C: 0.506 -1.705 -1.602
H: 0.079 -2.460 -3.526
H: 0.588 -0.724 -3.417
H: -1.108 -1.133 -3.142
C: 0.521 -2.979 -1.096
C: 1.397 -3.954 -1.771
H: 0.029 -3.268 -0.143
H: 0.804 -4.863 -1.885
H: 2.282 -4.089 -1.128
H: 1.684 -3.486 -2.729
Cr: 1.153 -0.288 -0.544
Cl: 0.596 -1.546 1.287
Cl: 3.085 -0.921 -1.421
C: 2.747 0.977 0.941
O: 1.758 1.345 0.216
N: 3.680 1.835 1.278
C: 3.690 3.215 0.810
C: 4.921 1.346 1.837
H: 2.860 -0.065 1.290
H: 2.726 3.503 0.382
H: 4.495 3.342 0.073
H: 3.927 3.844 1.674
H: 4.772 0.311 2.159
H: 5.193 1.981 2.684
H: 5.713 1.391 1.076
H: -0.020 3.746 -3.953
H: -2.715 3.836 -3.586
C: -0.238 2.675 -4.070
C: -2.658 2.739 -3.580
N: -1.332 2.270 -3.192
H: 0.650 2.092 -3.829
C: -1.137 1.431 -2.154
O: -0.043 0.861 -1.931
H: -3.409 2.347 -2.889
H: -2.030 1.299 -1.508
H: -0.528 2.518 -5.116
H: -2.904 2.405 -4.599
C: -3.349 2.707 1.342
N: -2.098 2.617 2.043
C: -1.127 1.691 1.744
N: -0.181 1.627 2.757
O: -1.057 1.033 0.693
H: -3.363 2.063 0.461
H: -3.519 3.740 1.037
H: -4.164 2.406 2.005
H: -1.985 3.158 2.899
H: 0.353 0.765 2.797
H: -0.500 1.969 3.656



Here is a cluster of 2 separate species, CH8NO in total at a distorted geometry from the OMol25 dataset. Energies are from ωB97M-V with the def2-TZVPD basis set.

HOMO (spin up / spin down)   -24.6817 / -24.3974 eV
Total charge   +2
Energy above the lowest of the compared OMol25 structures with the same formula, charge and spin   101.1 kJ/mol
LUMO (spin up / spin down)   -9.256 / -15.955 eV
Gap between HOMO and LUMO (spin up / spin down)   0.567 / 0.310 Eh
Multiplicity   2
Expectation value of S²   0.755

CARTESIAN COORDINATES (ANGSTROEM)
N: -0.666 0.847 1.718
H: -0.178 0.751 2.596
H: -0.781 1.894 1.561
H: -0.193 0.344 0.839
H: -1.566 0.425 1.755
C: 0.875 -1.052 -1.091
O: -0.101 0.065 -0.865
H: 1.942 -0.957 -0.770
H: 0.598 -1.983 -0.628
H: 0.704 -1.204 -2.177
H: -0.307 0.598 -1.738



Here is a cluster of 2 separate species, C8H8O2S in total at a distorted geometry from the OMol25 dataset. Energies are from ωB97M-V with the def2-TZVPD basis set.

HOMO (spin up / spin down)   -6.4684 / -9.0148 eV
Energy above the lowest of the compared OMol25 structures with the same formula, charge and spin   135.5 kJ/mol
LUMO (spin up / spin down)   0.604 / -1.650 eV
Gap between HOMO and LUMO (spin up / spin down)   0.260 / 0.271 Eh
Multiplicity   3
Expectation value of S²   2.049

CARTESIAN COORDINATES (ANGSTROEM)
C: 1.893 0.724 0.719
C: 3.239 0.891 0.668
C: 2.654 -1.277 -0.332
C: 1.518 -0.577 0.141
C: -2.529 -1.183 0.475
C: 0.249 -1.169 0.101
C: -1.587 -0.219 0.038
C: -1.632 1.054 -0.663
O: -3.735 -1.019 0.296
O: 0.145 -2.466 -0.110
S: 4.115 -0.387 -0.152
H: 1.228 1.517 1.097
H: 3.692 1.868 0.797
H: 2.701 -2.206 -0.957
H: -2.165 -2.187 0.818
H: -2.674 1.278 -0.841
H: -1.091 0.959 -1.644
H: -1.235 1.833 -0.039
H: -0.699 -2.702 -0.343



Here is a structure of composition C11H18ClN4O4Ti from the OMol25 dataset. Energies are from ωB97M-V with the def2-TZVPD basis set.

HOMO (spin up / spin down)   -11.5189 / -11.5183 eV
Total charge   +1
LUMO (spin up / spin down)   -3.173 / -3.172 eV
Gap between HOMO and LUMO (spin up / spin down)   0.307 / 0.307 Eh
Multiplicity   1

CARTESIAN COORDINATES (ANGSTROEM)
Ti: 0.415 -0.340 -0.904
C: -0.456 -2.181 -1.383
C: 1.893 -1.655 -0.168
N: 2.524 -0.378 -0.288
C: 2.903 0.253 0.964
C: 1.684 0.450 1.820
C: 1.767 0.688 3.179
C: 0.607 1.016 3.865
C: -0.582 1.144 3.168
C: -0.586 0.876 1.809
C: -1.812 1.053 0.966
N: -1.507 1.089 -0.475
C: -2.675 0.601 -1.235
C: -2.593 -0.933 -1.378
N: -1.472 -1.514 -0.615
N: 0.513 0.469 1.172
H: -0.077 -3.065 -0.885
H: -0.732 -2.372 -2.417
H: 2.210 -2.367 -0.922
H: 1.911 -2.059 0.841
H: 3.203 -0.260 -1.028
H: 3.332 1.236 0.758
H: 3.653 -0.338 1.497
H: 2.724 0.635 3.679
H: 0.638 1.206 4.930
H: -1.491 1.460 3.660
H: -2.333 1.962 1.282
H: -2.506 0.232 1.155
H: -1.311 2.044 -0.756
H: -2.669 1.065 -2.218
H: -3.598 0.903 -0.735
H: -2.425 -1.177 -2.424
H: -3.527 -1.411 -1.086
H: -1.750 -1.955 0.249
O: 1.470 -0.539 -2.974
Cl: 0.834 0.758 -3.293
O: 1.381 1.399 -4.404
O: -0.581 0.492 -3.380
O: 1.023 1.510 -2.026



Result set for DFT total energy: -976.927159; -3228.552815; -172.029206; -858.097210; -2259.167931 hartree, one per record in the order listed.
Result set for molar mass: 224.4; 504.4; 50.1; 168.2; 353.6 g mol⁻¹, one per record in the order listed.